(1)
DFT (the ωB97M-V functional and the def2-TZVPD basis) results for C8H21F6NO4PTi as an isolated structure in a non-equilibrium geometry.

The calculation puts the relative energy (zero: lowest compared OMol25 entry of this formula, charge and spin) at 0.0 kJ/mol. The value obtained for the HOMO energy (spin up / spin down) is -4.774 / -9.885 eV. As for the multiplicity: 4. Its HOMO-LUMO gap (spin up / spin down) is 4.36 / 9.40 eV. The calculation puts the molar mass at 388.09 g mol⁻¹. The total energy is -2463.23437 hartree. For the lowest unoccupied orbital energy (spin up / spin down), the calculation gives -0.411 / -0.483 eV.

Element x y z (Å)
Ti  -12.084  -9.475  -3.842
P  -12.244  -12.326  -6.540
F  -11.154  -13.381  -5.996
F  -11.923  -11.438  -5.197
F  -11.122  -11.470  -7.371
F  -13.350  -11.257  -7.040
F  -12.492  -13.241  -7.852
F  -13.398  -13.089  -5.686
C  -8.923  -10.805  -2.514
O  -10.338  -10.589  -2.487
C  -11.020  -11.543  -1.668
C  -12.406  -11.099  -1.206
N  -13.429  -10.787  -2.212
C  -13.914  -12.040  -2.859
C  -15.125  -11.675  -3.714
O  -16.148  -11.188  -2.854
C  -16.998  -10.211  -3.420
H  -8.416  -10.692  -1.555
H  -8.572  -10.026  -3.188
H  -8.764  -11.792  -2.949
H  -10.418  -11.756  -0.782
H  -11.093  -12.464  -2.262
H  -12.244  -10.237  -0.550
H  -12.837  -11.852  -0.534
H  -14.334  -10.464  -1.874
H  -14.289  -12.815  -2.178
H  -13.108  -12.438  -3.468
H  -15.527  -12.528  -4.266
H  -14.823  -10.883  -4.412
H  -16.411  -9.366  -3.794
H  -17.561  -9.851  -2.550
H  -17.732  -10.623  -4.119
C  -11.796  -6.650  -3.853
C  -13.297  -6.726  -3.993
O  -13.796  -8.031  -4.360
O  -11.319  -7.595  -2.873
H  -11.678  -5.620  -3.496
H  -11.159  -6.791  -4.727
H  -13.514  -6.092  -4.861
H  -13.812  -6.364  -3.102
H  -14.459  -7.815  -5.021
H  -10.903  -7.121  -2.151

=====

(2)
DFT (the ωB97M-V functional and the def2-TZVPD basis) results for an isolated molecule of C16H27N3O2S in a non-equilibrium geometry.

The calculation puts the relative energy (zero: lowest compared OMol25 entry of this formula, charge and spin) at 17.8 kJ/mol. The value obtained for the HOMO energy is -8.427 eV. As for the multiplicity: 1. Its HOMO-LUMO gap is 9.05 eV. The calculation puts the molar mass at 325.48 g mol⁻¹. The total energy is -1338.78348 hartree. For the lowest unoccupied orbital energy, the calculation gives 0.626 eV.

Element x y z (Å)
C  2.635  0.638  -0.312
N  1.682  0.273  0.720
C  0.993  1.430  1.257
H  1.761  2.144  1.566
C  0.014  2.147  0.298
C  -0.596  3.325  0.994
C  0.018  4.571  0.946
C  -0.520  5.650  1.625
C  -1.679  5.497  2.366
C  -2.297  4.259  2.423
C  -1.757  3.183  1.743
H  -2.247  2.219  1.789
H  -3.203  4.133  2.998
H  -2.101  6.339  2.895
H  -0.034  6.613  1.575
H  0.922  4.697  0.368
H  -0.766  1.450  -0.013
H  0.560  2.476  -0.588
H  0.458  1.132  2.160
C  0.829  -0.843  0.314
C  -0.211  -1.203  1.382
C  -1.019  -2.424  0.948
C  -0.091  -3.608  0.698
N  0.947  -3.269  -0.246
S  0.653  -3.559  -1.842
O  0.039  -4.848  -1.920
O  1.879  -3.323  -2.537
N  -0.480  -2.386  -2.326
C  -1.781  -2.911  -2.677
H  -2.014  -3.728  -2.001
H  -2.526  -2.119  -2.574
H  -1.805  -3.293  -3.704
C  0.022  -1.416  -3.273
H  -0.582  -0.508  -3.209
H  -0.009  -1.793  -4.301
H  1.054  -1.193  -3.019
C  1.707  -2.087  0.076
H  2.388  -1.949  -0.761
H  2.291  -2.282  0.982
H  -0.623  -4.463  0.283
H  0.393  -3.910  1.633
H  -1.745  -2.684  1.721
H  -1.559  -2.191  0.029
H  -0.899  -0.374  1.545
H  0.307  -1.410  2.320
H  0.298  -0.619  -0.630
H  2.174  0.752  -1.304
H  3.415  -0.118  -0.380
H  3.108  1.580  -0.039

=====

(3)
DFT (the ωB97M-V functional and the def2-TZVPD basis) results for a 4-piece molecular cluster, C14H38N2O6 overall in a non-equilibrium geometry.

The calculation puts the relative energy (zero: lowest compared OMol25 entry of this formula, charge and spin) at 20.3 kJ/mol. The value obtained for the HOMO energy is -8.887 eV. As for the multiplicity: 1. Its HOMO-LUMO gap is 9.64 eV. The calculation puts the molar mass at 330.47 g mol⁻¹. The total energy is -1117.02105 hartree. For the lowest unoccupied orbital energy, the calculation gives 0.754 eV.

Element x y z (Å)
C  8.991  0.346  -3.143
O  7.859  0.116  -3.957
C  6.598  0.355  -3.284
C  5.396  0.148  -4.150
N  4.107  0.423  -3.487
C  2.967  0.289  -4.398
C  1.752  0.562  -3.527
O  1.603  -0.480  -2.506
C  0.659  -0.104  -1.508
H  8.902  -0.149  -2.169
H  9.264  1.386  -2.943
H  9.816  -0.158  -3.681
H  6.669  1.355  -2.830
H  6.539  -0.354  -2.452
H  5.457  -0.875  -4.605
H  5.375  0.897  -4.945
H  4.021  -0.083  -2.626
H  2.876  -0.647  -4.943
H  2.985  1.114  -5.150
H  0.834  0.528  -4.107
H  1.934  1.510  -3.038
H  1.036  0.716  -0.844
H  0.493  -0.896  -0.747
H  -0.359  0.122  -1.881
C  -4.524  0.271  5.707
O  -4.220  1.210  4.683
C  -2.801  1.133  4.307
C  -2.675  1.916  3.024
N  -3.209  1.117  1.876
C  -3.300  1.806  0.624
C  -3.775  0.776  -0.373
O  -5.082  0.442  0.015
C  -5.455  -0.792  -0.637
H  -5.594  0.401  5.849
H  -3.959  0.451  6.626
H  -4.345  -0.761  5.370
H  -2.488  0.079  4.193
H  -2.163  1.541  5.096
H  -1.662  2.179  2.770
H  -3.291  2.853  3.124
H  -4.129  0.770  2.132
H  -2.284  2.132  0.308
H  -3.952  2.669  0.560
H  -3.160  -0.088  -0.378
H  -3.797  1.179  -1.390
H  -6.533  -0.928  -0.465
H  -4.901  -1.654  -0.199
H  -5.213  -0.765  -1.726
C  -1.560  -3.884  2.330
O  -2.648  -2.959  2.353
H  -0.996  -3.858  1.372
H  -0.823  -3.699  3.138
H  -1.948  -4.897  2.435
H  -2.294  -2.160  1.985
C  -0.147  -0.531  2.152
O  -1.287  -0.711  1.326
H  -0.441  -0.551  3.229
H  0.633  -1.301  2.017
H  0.237  0.496  1.976
H  -1.991  -0.004  1.509

=====

(4)
DFT (the ωB97M-V functional and the def2-TZVPD basis) results for C42H50AsF6KN8OSSi as an isolated structure in a non-equilibrium geometry.

The calculation puts the relative energy (zero: lowest compared OMol25 entry of this formula, charge and spin) at 89.8 kJ/mol. The value obtained for the HOMO energy (spin up / spin down) is -4.453 / -4.453 eV. As for the multiplicity: 2. Its HOMO-LUMO gap (spin up / spin down) is 6.27 / 6.02 eV. The calculation puts the molar mass at 971.08 g mol⁻¹. The total energy is -6266.58119 hartree. The net charge is -1. For the lowest unoccupied orbital energy (spin up / spin down), the calculation gives 1.817 / 1.566 eV.

Element x y z (Å)
K  1.585  2.050  0.128
C  -4.110  5.417  1.483
C  -4.177  4.141  0.650
N  -3.089  3.990  -0.292
C  -1.804  3.633  0.110
S  -0.591  3.875  -1.104
N  -1.705  3.244  1.349
N  -0.619  2.520  1.768
C  -0.083  2.888  2.876
C  -0.381  4.198  3.545
C  0.833  1.933  3.559
C  1.499  2.321  4.725
C  2.260  1.396  5.415
C  2.334  0.102  4.933
C  1.656  -0.190  3.758
N  0.933  0.686  3.076
H  -4.947  5.470  2.183
H  -4.147  6.303  0.846
H  -3.183  5.440  2.053
H  -5.110  4.113  0.079
H  -4.169  3.272  1.307
H  -3.069  4.637  -1.063
H  -1.002  4.801  2.890
H  0.544  4.740  3.745
H  -0.903  4.062  4.497
H  1.417  3.335  5.084
H  2.782  1.685  6.319
H  2.902  -0.666  5.441
H  1.701  -1.189  3.346
C  0.443  -2.407  -0.711
Si  1.392  -3.645  0.268
C  3.264  -3.343  0.101
N  3.617  -1.939  0.082
C  3.742  -1.290  1.383
C  5.157  -0.762  1.640
C  6.168  -1.785  1.138
C  6.067  -1.922  -0.389
C  4.649  -1.548  -0.853
C  0.833  -3.530  2.061
C  1.617  -4.036  3.102
C  1.204  -3.949  4.423
C  -0.010  -3.352  4.730
C  -0.807  -2.849  3.714
C  -0.385  -2.940  2.394
C  1.034  -5.382  -0.368
C  0.358  -6.336  0.391
C  0.100  -7.605  -0.110
C  0.516  -7.945  -1.387
C  1.191  -7.012  -2.162
C  1.446  -5.748  -1.652
H  0.284  -1.401  -0.343
H  0.089  -2.579  -1.719
H  3.589  -3.806  -0.837
H  3.797  -3.908  0.891
H  3.508  -2.031  2.157
H  3.012  -0.479  1.487
H  5.278  -0.571  2.708
H  5.305  0.198  1.143
H  5.951  -2.751  1.608
H  7.183  -1.516  1.436
H  6.313  -2.945  -0.691
H  6.789  -1.265  -0.880
H  4.424  -1.983  -1.830
H  4.581  -0.465  -0.984
H  2.574  -4.497  2.882
H  1.832  -4.340  5.213
H  -0.330  -3.271  5.762
H  -1.746  -2.364  3.947
H  -1.009  -2.519  1.615
H  0.024  -6.085  1.391
H  -0.427  -8.329  0.498
H  0.315  -8.934  -1.781
H  1.519  -7.269  -3.161
H  1.971  -5.031  -2.274
N  -5.198  2.573  -4.672
C  -6.555  2.616  -4.904
C  -7.353  3.458  -5.670
C  -8.709  3.196  -5.670
C  -9.251  2.132  -4.933
C  -8.452  1.302  -4.173
C  -7.080  1.551  -4.159
N  -6.066  0.889  -3.491
C  -4.972  1.522  -3.819
C  -3.627  1.178  -3.341
C  -3.474  0.207  -2.357
C  -2.199  -0.080  -1.905
N  -1.104  0.523  -2.361
C  -1.257  1.455  -3.296
C  -2.488  1.809  -3.821
H  -4.507  3.210  -5.022
H  -6.938  4.281  -6.238
H  -9.369  3.826  -6.252
H  -10.320  1.963  -4.963
H  -8.864  0.483  -3.601
H  -4.339  -0.294  -1.949
H  -2.048  -0.818  -1.126
H  -0.361  1.968  -3.617
H  -2.523  2.589  -4.568
C  2.424  0.582  -3.066
O  1.733  0.494  -1.839
H  2.093  1.442  -3.660
H  2.309  -0.330  -3.664
H  3.480  0.721  -2.841
H  0.771  0.411  -2.006
F  3.615  2.077  1.309
As  4.376  3.513  0.612
F  5.529  2.462  -0.168
F  5.394  3.643  2.009
F  5.089  4.919  -0.094
F  3.127  4.457  1.373
F  3.333  3.328  -0.795